{"formula": "C35H73ClF3N2O17P3S", "method": "ωB97M-V/def2-TZVPD", "homo_ev": -9.09, "homo_lumo_gap_ev": 7.1018, "total_charge": 0, "fmax_ev_per_a": 10.111, "smiles": "CC(=O)NCCCC[C@@H]1C(=O)NC[C@]1(CCCCS(=O)(=O)Cl)C[C@H](O)C(F)(F)F.CCOP(=O)(OCC)OCC.CCOP(=O)(OCC)OCC.CCOP(=O)(OCC)OCC", "symbols": ["C", "C", "O", "N", "C", "C", "C", "C", "C", "C", "O", "N", "C", "C", "C", "C", "C", "C", "S", "O", "O", "Cl", "C", "C", "O", "C", "F", "F", "F", "H", "H", "H", "H", "H", "H", "H", "H", "H", "H", "H", "H", "H", "H", "H", "H", "H", "H", "H", "H", "H", "H", "H", "H", "H", "H", "H", "H", "C", "C", "O", "P", "O", "O", "C", "C", "O", "C", "C", "H", "H", "H", "H", "H", "H", "H", "H", "H", "H", "H", "H", "H", "H", "H", "C", "C", "O", "P", "O", "O", "C", "C", "O", "C", "C", "H", "H", "H", "H", "H", "H", "H", "H", "H", "H", "H", "H", "H", "H", "H", "C", "C", "O", "P", "O", "O", "C", "C", "O", "C", "C", "H", "H", "H", "H", "H", "H", "H", "H", "H", "H", "H", "H", "H", "H", "H"], "xyz": [[3.905, -2.220, 3.735], [3.463, -1.467, 2.321], [4.473, -1.004, 1.568], [2.000, -1.294, 1.977], [1.659, 0.159, 1.659], [0.821, 0.730, 2.953], [-0.314, 1.888, 2.542], [-1.749, 1.629, 3.281], [-2.517, 0.237, 2.886], [-2.080, -0.104, 1.307], [-1.227, -1.018, 0.834], [-2.969, 0.885, 0.550], [-4.167, 1.309, 1.392], [-4.139, 0.223, 2.669], [-4.872, -1.064, 1.947], [-4.686, -2.496, 2.710], [-6.215, -3.126, 2.907], [-6.799, -3.876, 1.573], [-7.478, -2.724, 0.251], [-8.299, -1.513, 0.843], [-6.422, -2.267, -0.794], [-8.916, -3.826, -0.869], [-5.158, 0.949, 3.703], [-4.810, 0.889, 5.290], [-3.784, 1.889, 5.740], [-4.505, -0.594, 5.917], [-3.145, -1.122, 5.671], [-5.603, -1.579, 5.598], [-4.601, -0.420, 7.417], [4.765, -1.640, 4.313], [4.363, -3.254, 3.416], [2.999, -2.428, 4.446], [1.678, -1.945, 1.228], [1.064, 0.284, 0.648], [2.626, 0.844, 1.567], [0.308, -0.100, 3.602], [1.632, 1.240, 3.665], [0.122, 2.896, 3.011], [-0.367, 2.086, 1.387], [-2.443, 2.596, 3.192], [-1.509, 1.551, 4.449], [-1.995, -0.690, 3.429], [-3.319, 0.400, -0.328], [-3.949, 2.434, 1.627], [-5.173, 1.038, 0.812], [-4.583, -1.224, 0.821], [-6.038, -0.807, 1.940], [-4.135, -3.247, 1.966], [-4.060, -2.468, 3.697], [-7.013, -2.291, 3.202], [-6.264, -3.911, 3.804], [-7.731, -4.528, 1.938], [-6.024, -4.630, 1.111], [-5.192, 2.104, 3.404], [-6.291, 0.587, 3.593], [-5.805, 1.254, 5.846], [-4.259, 2.543, 6.365], [5.085, -3.402, -0.493], [4.682, -2.033, -0.999], [5.073, -1.832, -2.346], [4.288, -2.721, -3.502], [3.060, -1.782, -3.580], [5.041, -2.051, -4.835], [4.246, -1.384, -5.820], [4.093, 0.092, -5.506], [5.661, -3.770, -3.415], [5.406, -5.083, -3.900], [4.990, -5.100, -5.360], [4.543, -4.194, -1.024], [4.869, -3.506, 0.574], [6.156, -3.583, -0.657], [3.601, -1.888, -0.904], [5.177, -1.263, -0.400], [3.276, -1.886, -5.927], [4.752, -1.497, -6.786], [3.900, 0.286, -4.443], [3.274, 0.528, -6.087], [5.011, 0.631, -5.748], [4.632, -5.544, -3.276], [6.325, -5.663, -3.773], [4.030, -4.596, -5.504], [4.882, -6.128, -5.719], [5.724, -4.581, -5.983], [-0.664, 0.100, -10.376], [0.171, -0.694, -9.392], [0.902, -1.724, -10.033], [2.139, -1.266, -11.034], [3.165, -1.066, -9.892], [2.681, -2.798, -11.421], [4.026, -3.161, -11.096], [4.116, -3.777, -9.712], [0.992, -1.489, -12.310], [1.325, -0.790, -13.504], [2.655, -1.230, -14.090], [-0.027, 0.654, -11.077], [-1.299, 0.824, -9.857], [-1.301, -0.562, -10.978], [0.859, -0.038, -8.850], [-0.486, -1.170, -8.659], [4.690, -2.296, -11.206], [4.360, -3.896, -11.839], [3.511, -3.245, -8.966], [5.153, -3.792, -9.362], [3.743, -4.803, -9.725], [1.337, 0.284, -13.292], [0.526, -0.979, -14.227], [3.484, -0.980, -13.421], [2.839, -0.733, -15.047], [2.678, -2.313, -14.241], [-1.344, 2.530, 9.947], [0.043, 2.978, 9.537], [0.002, 4.105, 8.680], [-0.495, 5.541, 9.341], [0.885, 5.889, 9.951], [-0.274, 6.490, 7.983], [0.637, 7.591, 8.047], [2.041, 7.176, 7.650], [-2.036, 5.151, 8.659], [-3.121, 5.836, 9.276], [-3.008, 7.345, 9.155], [-1.837, 3.289, 10.568], [-1.303, 1.601, 10.523], [-1.984, 2.372, 9.067], [0.652, 3.208, 10.417], [0.539, 2.172, 8.988], [0.609, 8.049, 9.043], [0.278, 8.359, 7.351], [2.340, 6.210, 8.078], [2.771, 7.929, 7.964], [2.113, 7.058, 6.566], [-3.171, 5.539, 10.329], [-4.040, 5.497, 8.789], [-2.138, 7.722, 9.702], [-3.896, 7.833, 9.566], [-2.888, 7.647, 8.110]]}

=====

{"formula": "C35H73O20P", "method": "ωB97M-V/def2-TZVPD", "e_above_lowest_kj_mol": 194.9, "homo_ev": -10.03, "homo_lumo_gap_ev": 10.5057, "total_charge": 0, "fmax_ev_per_a": 2.670, "smiles": "COP(=O)(OC)OC.CCOC(C)=O.CCOC(C)=O.CCOC(C)=O.CCOC(C)=O.CCOC(C)=O.CCOC(C)=O.CCOC(C)=O.CCOC(C)=O", "symbols": ["C", "O", "P", "O", "O", "C", "O", "C", "H", "H", "H", "H", "H", "H", "H", "H", "H", "C", "C", "O", "C", "C", "O", "H", "H", "H", "H", "H", "H", "H", "H", "C", "C", "O", "C", "C", "O", "H", "H", "H", "H", "H", "H", "H", "H", "C", "C", "O", "C", "C", "O", "H", "H", "H", "H", "H", "H", "H", "H", "C", "C", "O", "C", "C", "O", "H", "H", "H", "H", "H", "H", "H", "H", "C", "C", "O", "C", "C", "O", "H", "H", "H", "H", "H", "H", "H", "H", "C", "C", "O", "C", "C", "O", "H", "H", "H", "H", "H", "H", "H", "H", "C", "C", "O", "C", "C", "O", "H", "H", "H", "H", "H", "H", "H", "H", "C", "C", "O", "C", "C", "O", "H", "H", "H", "H", "H", "H", "H", "H"], "xyz": [[-12.690, -9.662, -5.754], [-11.639, -10.591, -5.535], [-11.662, -12.100, -6.033], [-12.896, -12.859, -5.743], [-11.279, -12.066, -7.566], [-10.247, -11.252, -8.076], [-10.356, -12.726, -5.398], [-10.154, -12.560, -3.988], [-12.564, -8.820, -5.081], [-13.634, -10.211, -5.762], [-12.635, -9.224, -6.760], [-10.613, -10.709, -8.945], [-9.431, -11.891, -8.428], [-9.704, -10.595, -7.391], [-9.285, -11.998, -3.663], [-10.102, -13.573, -3.582], [-11.064, -12.159, -3.537], [-5.839, -12.953, -4.212], [-4.767, -12.386, -5.138], [-5.150, -12.024, -6.453], [-5.863, -10.916, -6.672], [-5.745, -10.431, -8.103], [-6.719, -10.505, -5.923], [-5.440, -13.130, -3.216], [-6.142, -13.874, -4.717], [-6.694, -12.291, -4.101], [-4.334, -11.520, -4.624], [-3.973, -13.123, -5.244], [-4.688, -10.195, -8.258], [-6.274, -9.505, -8.301], [-6.079, -11.236, -8.754], [-13.487, -8.726, -2.143], [-13.062, -10.184, -2.164], [-14.035, -11.015, -1.543], [-14.061, -11.125, -0.227], [-15.111, -12.108, 0.272], [-13.322, -10.566, 0.541], [-12.945, -8.062, -2.813], [-13.605, -8.321, -1.139], [-14.513, -8.628, -2.526], [-12.825, -10.623, -3.132], [-12.066, -10.246, -1.720], [-16.125, -11.963, -0.095], [-15.160, -12.145, 1.352], [-14.698, -13.014, -0.186], [-14.594, -15.100, -7.855], [-14.162, -13.946, -8.724], [-13.477, -14.460, -9.881], [-12.627, -13.763, -10.630], [-12.437, -14.397, -11.978], [-12.034, -12.753, -10.342], [-14.845, -15.990, -8.435], [-15.557, -14.844, -7.407], [-13.884, -15.399, -7.089], [-15.047, -13.440, -9.125], [-13.661, -13.150, -8.174], [-12.370, -13.689, -12.806], [-13.262, -15.032, -12.308], [-11.521, -14.984, -12.058], [-12.134, -16.129, -4.316], [-13.164, -16.472, -3.263], [-12.659, -17.043, -2.062], [-12.322, -18.319, -2.053], [-11.642, -18.793, -0.772], [-12.536, -19.116, -2.938], [-11.336, -15.605, -3.791], [-12.517, -15.530, -5.144], [-11.835, -17.025, -4.864], [-13.791, -15.616, -3.000], [-13.980, -17.046, -3.719], [-11.377, -19.836, -0.883], [-12.463, -18.711, -0.052], [-10.807, -18.161, -0.480], [-15.967, -13.009, -4.386], [-17.289, -12.482, -3.800], [-17.750, -11.314, -4.454], [-18.309, -11.402, -5.668], [-18.602, -10.059, -6.272], [-18.530, -12.466, -6.199], [-15.506, -13.562, -3.570], [-15.323, -12.201, -4.734], [-16.148, -13.596, -5.285], [-17.989, -13.319, -3.750], [-17.136, -12.165, -2.769], [-17.899, -9.349, -5.846], [-19.649, -9.860, -6.052], [-18.432, -10.175, -7.339], [-10.449, -11.269, 2.656], [-10.921, -11.532, 1.248], [-10.632, -12.901, 0.936], [-11.037, -13.467, -0.179], [-10.582, -14.872, -0.344], [-11.609, -12.918, -1.094], [-9.374, -11.254, 2.820], [-10.819, -12.102, 3.262], [-10.945, -10.387, 3.059], [-12.004, -11.426, 1.117], [-10.546, -10.839, 0.488], [-11.324, -15.599, 0.005], [-9.623, -15.053, 0.130], [-10.655, -15.107, -1.405], [-8.646, -12.205, -11.754], [-7.919, -10.954, -11.289], [-8.721, -9.821, -11.593], [-8.328, -8.599, -11.297], [-9.230, -7.516, -11.791], [-7.314, -8.352, -10.684], [-8.412, -12.406, -12.801], [-9.733, -12.225, -11.701], [-8.263, -13.009, -11.124], [-7.665, -11.069, -10.232], [-6.949, -10.851, -11.781], [-9.484, -6.826, -10.987], [-10.207, -7.853, -12.131], [-8.651, -7.037, -12.580], [-6.064, -9.538, -2.456], [-7.559, -9.829, -2.630], [-8.095, -8.725, -3.368], [-9.425, -8.565, -3.352], [-9.877, -7.670, -4.460], [-10.198, -9.177, -2.671], [-5.659, -9.120, -3.374], [-5.579, -10.438, -2.082], [-6.019, -8.775, -1.676], [-7.664, -10.660, -3.328], [-7.927, -10.065, -1.634], [-9.036, -7.240, -4.996], [-10.684, -6.986, -4.219], [-10.333, -8.423, -5.114]]}